Record 1
{"formula": "C4H12N4O", "method": "the ωB97M-V functional and the def2-TZVPD basis", "lumo_energy_ev": 0.88, "smiles": "C[C@@]1(O)CN1C(N)(N)N", "max_force_ev_per_a": 3.1, "charge": 0, "symbols": ["C", "C", "C", "C", "N", "N", "N", "O", "N", "H", "H", "H", "H", "H", "H", "H", "H", "H", "H", "H", "H"], "coordinates": [[-1.227, -0.580, -0.440], [-0.134, -0.934, -1.419], [-1.910, 0.740, -0.542], [1.014, 0.176, 0.458], [0.549, 0.664, 1.693], [1.305, 1.292, -0.339], [2.284, -0.373, 0.740], [-2.121, -1.636, -0.112], [0.188, -0.889, 0.004], [-1.743, -2.172, 0.604], [-0.437, 0.508, 1.858], [1.058, 0.133, 2.394], [0.535, 1.937, -0.196], [2.072, 1.748, 0.153], [2.736, -0.433, -0.169], [2.104, -1.342, 0.987], [0.220, -0.156, -2.087], [-0.162, -1.928, -1.852], [-1.293, 1.517, -0.996], [-2.795, 0.646, -1.182], [-2.242, 1.083, 0.442]], "forces_ev_per_angstrom": [[1.550, -1.983, -0.888], [-0.859, -0.403, -0.180], [-0.211, 0.536, 0.453], [0.735, 0.152, 1.364], [-0.981, -0.072, 2.824], [-0.358, 1.648, -2.178], [1.809, -1.465, -0.459], [0.217, 0.522, 0.302], [-2.696, 0.625, -1.408], [0.064, 0.386, -0.380], [-0.094, -0.039, -0.096], [-0.313, 0.362, 0.353], [0.073, 0.204, -0.324], [-0.027, -0.067, -0.228], [0.425, -0.051, 0.119], [0.294, -0.080, 0.238], [0.172, 0.061, 0.290], [0.041, -0.005, 0.046], [0.082, -0.206, 0.071], [0.157, -0.193, 0.183], [-0.079, 0.067, -0.102]]}

Record 2
{"formula": "C4H12NO", "method": "the ωB97M-V functional and the def2-TZVPD basis", "multiplicity": 2, "lumo_energy_ev": [0.44, 0.32], "max_force_ev_per_a": 4.8, "charge": 0, "symbols": ["C", "C", "C", "C", "N", "H", "H", "H", "H", "H", "H", "H", "H", "H", "H", "H", "H", "O"], "coordinates": [[-0.942, -2.024, -0.625], [-1.465, -0.961, 0.250], [-0.617, 0.232, 0.475], [-0.542, 1.193, 1.375], [0.366, 0.377, -0.660], [-0.672, -1.943, -1.707], [-0.171, -2.514, -0.148], [-1.825, -2.675, -0.759], [-2.368, -0.505, -0.179], [-2.040, -1.158, 1.177], [-0.961, 1.022, 2.358], [0.154, 2.067, 1.225], [0.913, 1.270, -0.590], [0.022, 0.334, -1.636], [1.029, -0.445, -0.487], [2.812, 2.613, -0.416], [3.411, 1.385, 0.532], [2.895, 1.731, -0.184]], "forces_ev_per_angstrom": [[-2.376, -1.442, -1.528], [-1.721, 3.921, 0.472], [1.649, -3.226, -3.146], [0.521, 3.738, 2.680], [1.352, -0.706, 0.677], [-0.011, 1.202, 0.836], [1.734, -1.574, 0.957], [0.596, -0.519, 0.313], [-0.666, -0.100, -1.324], [1.231, -1.154, 0.068], [0.006, 0.309, 0.044], [-0.925, -1.054, 0.407], [-0.383, -1.196, 0.287], [-0.281, -0.143, 0.223], [-0.778, 1.758, -0.932], [0.707, 2.666, 0.396], [0.394, 1.055, 0.519], [-1.046, -3.536, -0.950]]}